Formula: C4H11NO
Source: OMol25
Level of theory: ωB97M-V with the def2-TZVPD basis set

```
! wB97M-V def2-TZVPD RIJCOSX def2/J DEFGRID3
* xyz 0 1
C -0.187 -0.813 -1.870
N 0.364 1.807 -0.511
C -0.304 0.742 0.097
C -0.590 -0.433 -0.477
C -0.708 1.019 1.534
H 0.866 -0.568 -2.056
H -0.325 -1.874 -2.083
H -0.747 -0.316 -2.673
H 0.557 1.698 -1.494
H 1.183 2.099 0.005
H -1.307 -1.075 0.011
H -0.217 0.303 2.162
H -1.787 1.111 1.595
H -0.271 1.959 1.852
H 1.355 -2.586 1.013
H 0.965 -1.138 1.202
O 1.153 -1.936 1.694
*
```

SMILES = C/C=C(/C)N.O
E_tot = -288.9776 hartree
max |F| = 1.3 eV/Å
energy above the lowest of the compared OMol25 structures with the same formula, charge and spin = 103.4 kJ/mol

Atom charges from the natural (NBO) analysis, given in e for atoms 1 to 4: number 1, C, carries -0.654; number 2, N, carries -0.822; number 3, C, carries 0.187; number 4, C, carries -0.316

=====

Formula: C4H11NO
Source: OMol25
Level of theory: ωB97M-V with the def2-TZVPD basis set

```
! wB97M-V def2-TZVPD RIJCOSX def2/J DEFGRID3
* xyz 0 1
C 1.352 -0.151 0.522
O 2.163 0.984 0.437
C -0.019 0.138 -0.111
C -0.860 -1.116 -0.202
C -1.977 -1.020 -1.243
N -0.710 1.136 0.683
H 1.157 -0.465 1.541
H 1.710 -1.028 -0.029
H 3.066 0.721 0.222
H 0.234 0.516 -1.109
H -1.288 -1.284 0.798
H -0.277 -2.011 -0.413
H -1.575 -0.574 -2.157
H -2.349 -2.012 -1.505
H -2.841 -0.404 -1.011
H -0.176 1.964 0.853
H -1.683 1.167 0.441
*
```

SMILES = CC[C@@H](N)CO
E_tot = -288.9809 hartree
max |F| = 1.9 eV/Å
energy above the lowest of the compared OMol25 structures with the same formula, charge and spin = 94.9 kJ/mol

Atom charges from the natural (NBO) analysis, given in e for atoms 1 to 4: number 1, C, carries -0.061; number 2, O, carries -0.727; number 3, C, carries -0.059; number 4, C, carries -0.415

=====

Formula: C4H11NO
Source: OMol25
Level of theory: ωB97M-V with the def2-TZVPD basis set

```
! wB97M-V def2-TZVPD RIJCOSX def2/J DEFGRID3
* xyz 0 1
C -1.806 0.324 -0.662
C 0.133 -0.999 -1.236
N -0.696 0.112 -1.614
H -2.496 1.033 -1.091
H -2.383 -0.611 -0.717
H -1.391 0.288 0.342
H 0.817 -1.262 -2.038
H -0.545 -1.815 -0.980
H -0.066 0.912 -1.552
C 1.379 0.333 0.501
O 0.946 -0.911 -0.068
C 0.836 0.340 1.913
H 2.464 0.305 0.484
H 0.912 1.065 -0.159
H 0.633 -0.691 2.206
H 1.427 0.796 2.698
H -0.165 0.779 1.974
*
```

SMILES = CCOCNC
E_tot = -288.9381 hartree
max |F| = 2.7 eV/Å
energy above the lowest of the compared OMol25 structures with the same formula, charge and spin = 207.2 kJ/mol

Atom charges from the natural (NBO) analysis, given in e for atoms 1 to 4: number 1, C, carries -0.448; number 2, C, carries 0.088; number 3, N, carries -0.616; number 4, H, carries 0.220

=====

Formula: C4H11NO
Source: OMol25
Level of theory: ωB97M-V with the def2-TZVPD basis set

```
! wB97M-V def2-TZVPD RIJCOSX def2/J DEFGRID3
* xyz 0 1
C -0.663 1.075 0.640
C -0.162 -0.010 -0.319
C 1.193 -0.672 -0.085
C 1.717 -0.932 1.094
N 0.303 2.152 0.613
H -0.904 0.558 1.587
H -1.638 1.487 0.311
H -0.209 0.447 -1.316
H -0.919 -0.788 -0.413
H 1.622 -0.767 -1.072
H 1.219 -0.609 2.021
H 2.624 -1.480 1.279
H 0.249 2.848 1.345
H 1.248 1.788 0.703
H -1.254 -2.050 -1.932
H -2.652 -1.704 -2.122
O -1.773 -1.342 -2.334
*
```

SMILES = C=CCCN.O
E_tot = -288.9455 hartree
max |F| = 2.0 eV/Å
energy above the lowest of the compared OMol25 structures with the same formula, charge and spin = 187.9 kJ/mol

Atom charges from the natural (NBO) analysis, given in e for atoms 1 to 4: number 1, C, carries -0.212; number 2, C, carries -0.455; number 3, C, carries -0.179; number 4, C, carries -0.418

=====

Formula: C4H11NO
Source: OMol25
Level of theory: ωB97M-V with the def2-TZVPD basis set

```
! wB97M-V def2-TZVPD RIJCOSX def2/J DEFGRID3
* xyz 0 1
C -0.747 -0.164 1.985
C 0.021 -1.442 1.854
O 1.238 -1.463 1.823
N -0.691 -2.591 1.661
H -1.143 0.093 2.965
H -1.471 0.007 1.179
H -0.102 -3.401 1.610
H -1.690 -2.552 1.673
H -0.122 0.728 1.992
C 0.738 2.026 -2.458
C 0.467 0.646 -1.798
H 1.794 2.263 -2.306
H 0.537 1.936 -3.519
H 0.108 2.812 -2.074
H 0.716 -0.287 -2.274
H -0.594 0.669 -1.510
H 0.940 0.719 -0.804
*
```

SMILES = CC(N)=O.CC
E_tot = -288.9942 hartree
max |F| = 3.0 eV/Å
energy above the lowest of the compared OMol25 structures with the same formula, charge and spin = 60.0 kJ/mol

Atom charges from the natural (NBO) analysis, given in e for atoms 1 to 4: number 1, C, carries -0.749; number 2, C, carries 0.664; number 3, O, carries -0.613; number 4, N, carries -0.831

=====

Formula: C4H11NO
Source: OMol25
Level of theory: ωB97M-V with the def2-TZVPD basis set

```
! wB97M-V def2-TZVPD RIJCOSX def2/J DEFGRID3
* xyz 0 1
C 0.283 1.000 -0.180
C -0.467 0.330 1.013
C -1.916 0.087 0.616
C -2.337 -0.874 -0.164
N 1.662 1.343 0.198
H 0.178 0.251 -0.965
H -0.266 1.938 -0.423
H 0.126 -0.496 1.380
H -0.425 1.062 1.833
H -2.534 0.913 0.701
H -1.937 -1.830 -0.340
H -3.139 -0.708 -0.810
H 2.037 2.072 -0.424
H 2.250 0.512 0.278
H 2.825 -2.257 -0.708
H 1.596 -1.674 -1.436
O 2.065 -1.669 -0.570
*
```

SMILES = C=CCCN.O
E_tot = -288.9446 hartree
max |F| = 2.8 eV/Å
energy above the lowest of the compared OMol25 structures with the same formula, charge and spin = 190.1 kJ/mol

Atom charges from the natural (NBO) analysis, given in e for atoms 1 to 4: number 1, C, carries -0.192; number 2, C, carries -0.452; number 3, C, carries -0.158; number 4, C, carries -0.398

=====

Formula: C4H11NO
Source: OMol25
Level of theory: ωB97M-V with the def2-TZVPD basis set

```
! wB97M-V def2-TZVPD RIJCOSX def2/J DEFGRID3
* xyz 0 1
C -2.535 0.620 -0.389
C -1.543 -0.222 0.394
C 0.792 -0.905 0.087
C 2.106 -0.232 -0.499
H -3.363 0.714 0.631
H -3.110 -0.203 -1.408
H -1.791 1.675 -0.894
H -1.935 -1.381 0.729
H -1.361 0.444 1.392
H 0.784 -0.628 1.217
H 0.766 -2.005 -0.060
H 2.113 -0.195 -1.613
H 3.015 -0.945 -0.355
H 1.540 1.655 -0.036
H 2.451 0.839 1.160
N 2.392 1.038 0.122
O -0.321 -0.270 -0.476
*
```

E_tot = -288.8243 hartree
max |F| = 4.9 eV/Å
energy above the lowest of the compared OMol25 structures with the same formula, charge and spin = 506.1 kJ/mol

Atom charges from the natural (NBO) analysis, given in e for atoms 1 to 4: number 1, C, carries -0.654; number 2, C, carries -0.126; number 3, C, carries -0.072; number 4, C, carries -0.240

=====

Formula: C4H11NO
Source: OMol25
Level of theory: ωB97M-V with the def2-TZVPD basis set

```
! wB97M-V def2-TZVPD RIJCOSX def2/J DEFGRID3
* xyz 0 1
C -2.048 0.307 0.801
C -0.683 0.538 0.537
C 0.184 -0.008 -0.322
N 1.574 0.249 -0.238
C 2.152 1.001 -1.340
H -3.339 0.236 -0.712
H -2.842 0.297 -0.134
H -2.620 0.055 1.672
H -0.204 1.191 1.265
H -0.078 -0.584 -1.217
H 2.111 -0.553 0.054
H 1.382 1.681 -1.683
H 2.993 1.611 -0.989
H 2.595 0.383 -2.124
H -1.053 -2.156 1.088
H 0.201 -1.721 1.734
O -0.324 -2.529 1.608
*
```

E_tot = -288.7175 hartree
max |F| = 2.8 eV/Å
energy above the lowest of the compared OMol25 structures with the same formula, charge and spin = 786.4 kJ/mol

Atom charges from the natural (NBO) analysis, given in e for atoms 1 to 4: number 1, C, carries -0.333; number 2, C, carries -0.320; number 3, C, carries -0.107; number 4, N, carries -0.670

=====

Formula: C4H11NO
Source: OMol25
Level of theory: ωB97M-V with the def2-TZVPD basis set

```
! wB97M-V def2-TZVPD RIJCOSX def2/J DEFGRID3
* xyz 0 1
C -1.214 -4.200 4.026
C -0.070 -3.280 3.588
N -0.140 -2.910 2.155
H -2.178 -3.995 3.559
H -0.949 -5.215 3.712
H -1.365 -4.208 5.107
H -0.137 -2.317 4.051
H 0.856 -3.797 3.768
H -0.206 -3.744 1.577
H -1.014 -2.431 1.972
O 1.249 2.728 -3.639
C 0.737 3.698 -3.145
C -0.111 4.754 -3.829
H 1.098 3.990 -2.131
H -0.474 5.413 -3.043
H -0.914 4.295 -4.385
H 0.570 5.302 -4.480
*
```

SMILES = CC=O.CCN
E_tot = -288.9620 hartree
max |F| = 2.1 eV/Å
energy above the lowest of the compared OMol25 structures with the same formula, charge and spin = 144.3 kJ/mol

Atom charges from the natural (NBO) analysis, given in e for atoms 1 to 4: number 1, C, carries -0.629; number 2, C, carries -0.217; number 3, N, carries -0.822; number 4, H, carries 0.202

=====

Formula: C4H11NO
Source: OMol25
Level of theory: ωB97M-V with the def2-TZVPD basis set

```
! wB97M-V def2-TZVPD RIJCOSX def2/J DEFGRID3
* xyz 0 1
C 1.430 -0.515 1.241
C 0.943 -0.568 -0.240
C -0.590 -0.560 -0.392
C -1.285 0.634 0.214
H 1.034 0.399 1.686
H 2.527 -0.572 1.360
H 0.984 -1.314 1.791
H 1.314 -1.567 -0.640
H 1.376 0.249 -0.825
H -0.982 -1.507 0.051
H -0.545 -1.355 -2.173
H -2.359 0.556 0.086
H -1.138 0.641 1.298
H 0.143 2.073 -0.131
H -1.072 1.966 -1.276
N -0.874 1.934 -0.264
O -0.904 -0.494 -1.786
*
```

SMILES = CC[C@H](O)CN
E_tot = -288.9852 hartree
max |F| = 2.5 eV/Å
energy above the lowest of the compared OMol25 structures with the same formula, charge and spin = 83.4 kJ/mol

Atom charges from the natural (NBO) analysis, given in e for atoms 1 to 4: number 1, C, carries -0.614; number 2, C, carries -0.421; number 3, C, carries 0.078; number 4, C, carries -0.243

=====

Formula: C4H11NO
Source: OMol25
Level of theory: ωB97M-V with the def2-TZVPD basis set

```
! wB97M-V def2-TZVPD RIJCOSX def2/J DEFGRID3
* xyz 0 1
C -0.662 1.657 -0.073
O 0.083 0.090 2.293
C 0.145 0.539 -0.720
C -0.457 -0.824 -0.482
C 0.461 -1.748 0.355
N 0.300 0.698 -2.160
H -0.767 1.401 0.952
H -0.138 2.597 -0.292
H -1.655 1.653 -0.593
H 1.151 0.536 -0.181
H -0.672 -1.268 -1.447
H -1.470 -0.733 0.028
H 1.436 -1.941 -0.221
H 0.642 -1.208 1.294
H 0.005 -2.762 0.569
H 1.052 1.291 -2.417
H 0.548 0.023 3.095
*
```

E_tot = -288.7218 hartree
max |F| = 4.1 eV/Å
energy above the lowest of the compared OMol25 structures with the same formula, charge and spin = 775.2 kJ/mol

Atom charges from the natural (NBO) analysis, given in e for atoms 1 to 4: number 1, C, carries -0.548; number 2, O, carries -0.944; number 3, C, carries -0.144; number 4, C, carries -0.408

=====

Formula: C4H11NO
Source: OMol25
Level of theory: ωB97M-V with the def2-TZVPD basis set

```
! wB97M-V def2-TZVPD RIJCOSX def2/J DEFGRID3
* xyz 0 1
C 2.425 0.557 1.336
C 1.227 0.714 0.406
C 0.194 -0.358 0.599
C -1.110 -0.130 0.483
N -2.115 -1.084 0.572
H 3.084 1.429 1.297
H 3.052 -0.307 1.076
H 2.122 0.435 2.388
H 0.790 1.698 0.578
H 1.601 0.729 -0.623
H 0.579 -1.367 0.738
H -1.458 0.883 0.294
H -3.073 -0.816 0.669
H -1.861 -2.019 0.839
H -1.645 0.475 -4.028
H -2.262 -0.443 -2.988
O -1.551 -0.398 -3.637
*
```

SMILES = CC/C=C/N.O
E_tot = -288.9740 hartree
max |F| = 0.6 eV/Å
energy above the lowest of the compared OMol25 structures with the same formula, charge and spin = 113.0 kJ/mol

Atom charges from the natural (NBO) analysis, given in e for atoms 1 to 4: number 1, C, carries -0.599; number 2, C, carries -0.417; number 3, C, carries -0.302; number 4, C, carries 0.010